w | Entry from OMol25: 2 unconnected molecules or ions with the total composition C9H14 (ωB97M-V/def2-TZVPD).

## Properties
Net charge = +1
⟨S²⟩ = 0.77
Lowest unoccupied orbital energy (alpha / beta) = -4.22 / -8.42 eV
Spin multiplicity = 2

Each line ends with the natural charge from an NBO analysis.
Element x y z (Å)
1 C -0.3840 1.3406 1.3633  -0.7229
2 C 2.7591 -0.0018 -0.2199  -0.2260
3 C 2.6468 0.5755 -1.4678  0.0272
4 C 1.7490 0.3186 0.6188  -0.0838
5 C 0.5931 1.0284 0.2852  0.2271
6 C 1.4868 1.2233 -1.9223  -0.1161
7 C 0.4172 1.4401 -1.0387  -0.2054
8 H 3.7242 -0.4942 -0.0044  0.2705
9 H 3.4090 0.4147 -2.1448  0.2303
10 H 1.6889 -0.1328 1.5330  0.2256
11 H 1.2595 1.4429 -2.9527  0.2577
12 H -1.0466 0.4773 1.5323  0.3113
13 H -0.7378 2.3129 1.4920  0.2718
14 H -0.4708 1.9790 -1.1120  0.2485
15 H -0.0513 1.1569 2.4664  0.2727
16 C -1.5348 -1.9381 -0.0831  -0.6149
17 C -2.7657 -1.3530 0.5331  -0.6286
18 H -0.6286 -1.6292 0.4281  0.1692
19 H -1.4384 -2.9847 -0.2442  0.2336
20 H -1.3287 -1.5398 -1.0747  0.1995
21 H -3.7028 -2.0761 0.2922  0.2398
22 H -3.1258 -0.4184 0.1280  0.2119
23 H -2.5181 -1.1422 1.5922  0.2010

=====

x | Entry from OMol25: 2 unconnected molecules or ions with the total composition C9H14 (ωB97M-V/def2-TZVPD).

## Properties
Net charge = +1
⟨S²⟩ = 0.77
Lowest unoccupied orbital energy (alpha / beta) = -4.32 / -8.50 eV
Spin multiplicity = 2

Each line ends with the natural charge from an NBO analysis.
Element x y z (Å)
1 C -1.4947 1.5800 2.5753  -0.6323
2 C -2.6460 0.5504 2.0636  -0.6279
3 H -0.8703 1.1931 3.4621  0.2110
4 H -0.6790 1.9139 1.8067  0.1828
5 H -2.0302 2.4277 3.0122  0.2316
6 H -2.9478 0.8538 1.0311  0.2040
7 H -3.4905 0.6495 2.7249  0.2301
8 H -2.3574 -0.5253 2.1501  0.2047
9 C -0.3458 -0.0748 -2.8307  -0.6970
10 C 1.3409 -0.3948 0.6329  -0.2334
11 C 2.5200 -0.9678 0.2115  -0.0784
12 C 0.4098 -0.1447 -0.3944  0.0059
13 C 0.7063 -0.4282 -1.7414  0.1565
14 C 2.7118 -1.3671 -1.0975  -0.0086
15 C 1.8208 -1.1175 -2.1541  -0.2479
16 H 1.0374 0.0450 1.5728  0.2711
17 H 3.2184 -1.3061 0.9892  0.2554
18 H -0.6670 0.0597 -0.1069  0.2638
19 H 3.6923 -1.8538 -1.3287  0.2505
20 H 0.0806 0.4147 -3.7267  0.2664
21 H -1.0137 0.7170 -2.3821  0.2367
22 H 2.0512 -1.4201 -3.1395  0.2621
23 H -1.0469 -0.8044 -3.3304  0.2928

=====

x takes first place; second place is 0.522 eV up.

=====

w | Entry from OMol25: a single C19H25N3O5S molecule (ωB97M-V/def2-TZVPD).

## Properties
Lowest unoccupied orbital energy = 0.57 eV
Spin multiplicity = 1

Each line ends with the natural charge from an NBO analysis.
Element x y z (Å)
1 C -4.3663 -2.7253 -1.0229  -0.6368
2 C -3.0032 -3.3650 -0.8110  -0.0805
3 O -2.2429 -2.5840 0.1200  -0.4851
4 C -1.3449 -1.7491 -0.3601  0.8310
5 O -0.9848 -1.7042 -1.5181  -0.6348
6 C -0.7718 -0.8938 0.7098  -0.1594
7 C 0.1894 -1.1874 1.6447  0.1751
8 C 1.0180 -2.4054 1.8317  -0.6482
9 N 0.3362 -0.0829 2.4368  -0.4948
10 C -0.5083 0.9110 2.0417  0.1999
11 C -0.6340 2.2055 2.7575  -0.6614
12 C -1.1992 0.4386 0.9534  -0.4486
13 S -2.4254 1.2593 -0.0219  2.3646
14 O -3.2287 2.0682 0.8492  -0.9425
15 O -3.0634 0.2474 -0.8141  -0.9544
16 N -1.6577 2.2906 -1.0623  -0.6683
17 C -1.2664 3.5918 -0.5845  -0.4220
18 C -0.9387 1.7436 -2.1900  -0.3133
19 C 0.5645 1.6113 -1.8957  0.6694
20 O 1.3260 2.5489 -2.0231  -0.6245
21 N 0.9061 0.3791 -1.4592  -0.6500
22 C 2.1502 -0.0915 -1.0061  0.1472
23 C 2.5260 -1.3659 -1.4277  -0.2198
24 C 3.7095 -1.9344 -1.0032  -0.2182
25 C 4.5343 -1.2320 -0.1398  -0.2269
26 C 4.1490 0.0190 0.3034  -0.1982
27 C 2.9570 0.6084 -0.1032  -0.0273
28 C 2.5566 1.9352 0.4560  -0.6327
29 H -4.2316 -1.6828 -1.3033  0.2452
30 H -4.9020 -3.2496 -1.8089  0.2129
31 H -4.9470 -2.7621 -0.1052  0.2107
32 H -3.0874 -4.3598 -0.3657  0.1878
33 H -2.4507 -3.4232 -1.7537  0.2047
34 H 2.0533 -2.2083 1.5504  0.2377
35 H 0.9979 -2.7314 2.8708  0.2199
36 H 0.6389 -3.2068 1.2053  0.2341
37 H 0.9845 -0.0164 3.2055  0.4189
38 H 0.1725 2.8919 2.4979  0.2248
39 H -0.6086 2.0457 3.8343  0.2228
40 H -1.5839 2.6589 2.4872  0.2609
41 H -1.3710 4.3168 -1.3930  0.2117
42 H -0.2317 3.6146 -0.2302  0.1953
43 H -1.9449 3.8515 0.2232  0.2343
44 H -1.0644 2.4224 -3.0408  0.2218
45 H -1.3975 0.7808 -2.4153  0.2445
46 H 0.2321 -0.3689 -1.6331  0.4449
47 H 1.8705 -1.9038 -2.0964  0.2210
48 H 3.9891 -2.9197 -1.3450  0.2151
49 H 5.4661 -1.6621 0.1957  0.2132
50 H 4.7832 0.5564 0.9945  0.2075
51 H 1.5034 1.9228 0.7318  0.2068
52 H 3.1581 2.1821 1.3284  0.2044
53 H 2.6844 2.7138 -0.2958  0.2601

=====

x | Entry from OMol25: a single C19H25N3O5S molecule (ωB97M-V/def2-TZVPD).

## Properties
Lowest unoccupied orbital energy = -0.23 eV
Spin multiplicity = 1

Each line ends with the natural charge from an NBO analysis.
Element x y z (Å)
1 C -4.5300 -2.3175 -1.0852  -0.6214
2 C -5.3915 -2.3310 0.1716  -0.3849
3 C -4.8398 -1.4086 1.2593  -0.4172
4 C -4.9955 0.0842 0.9124  -0.2261
5 N -3.7221 0.7742 0.8856  -0.4154
6 C -3.0998 1.0291 2.1609  -0.4097
7 C -3.1605 1.0633 -0.3011  0.6783
8 O -3.7537 0.9697 -1.3656  -0.6419
9 C -1.7351 1.5329 -0.2903  -0.3022
10 C -1.4159 2.6224 -1.0288  0.1230
11 N -0.1457 3.0702 -1.1729  -0.5245
12 C 0.9080 2.4297 -0.5810  0.1826
13 C 2.2135 2.9203 -0.7182  -0.2360
14 C 3.2607 2.2630 -0.1148  -0.1681
15 C 3.0181 1.1181 0.6361  -0.3603
16 S 4.4067 0.2651 1.3964  2.3394
17 O 5.5002 1.1901 1.4497  -0.9425
18 O 3.9442 -0.3572 2.5983  -0.9321
19 N 4.8632 -0.9503 0.3678  -0.6760
20 C 5.5394 -0.5990 -0.8577  -0.2602
21 C 4.5606 -0.5872 -2.0369  -0.0852
22 O 3.8702 -1.8128 -2.1308  -0.5233
23 C 3.1312 -2.0843 -0.9576  -0.0868
24 C 4.0457 -2.1375 0.2718  -0.2606
25 C 1.7449 0.6290 0.7907  -0.1411
26 C 0.6667 1.2696 0.1753  -0.1202
27 C -0.6935 0.7114 0.3200  0.5061
28 O -0.8960 -0.3525 0.8838  -0.5950
29 H -4.9575 -2.9663 -1.8463  0.2051
30 H -3.5263 -2.6697 -0.8560  0.2018
31 H -4.4494 -1.3145 -1.4960  0.2273
32 H -5.4327 -3.3495 0.5656  0.1993
33 H -6.4130 -2.0316 -0.0750  0.1909
34 H -5.3451 -1.6215 2.2032  0.2028
35 H -3.7796 -1.6302 1.3920  0.2141
36 H -5.6449 0.5854 1.6364  0.1926
37 H -5.4338 0.1975 -0.0806  0.2386
38 H -2.5616 0.1537 2.5313  0.2192
39 H -3.8753 1.2981 2.8795  0.2003
40 H -2.3968 1.8573 2.0798  0.2091
41 H -2.1867 3.1841 -1.5366  0.2321
42 H 0.0389 3.8910 -1.7319  0.4149
43 H 2.3865 3.8160 -1.2967  0.2175
44 H 4.2743 2.6229 -0.1916  0.2489
45 H 6.0022 0.3753 -0.7069  0.2368
46 H 6.3196 -1.3456 -1.0440  0.2069
47 H 5.0945 -0.4695 -2.9814  0.1997
48 H 3.8402 0.2387 -1.9199  0.1626
49 H 2.6525 -3.0506 -1.1218  0.2036
50 H 2.3559 -1.3153 -0.8226  0.1680
51 H 3.4724 -2.2138 1.1945  0.2410
52 H 4.7139 -3.0023 0.1889  0.2061
53 H 1.5575 -0.2438 1.3971  0.2622

=====

w takes first place; second place is 1.015 eV up.

=====

w | Entry from OMol25: a single C4H7ClN2 molecule (ωB97M-V/def2-TZVPD).

## Properties
Lowest unoccupied orbital energy = 0.30 eV
Spin multiplicity = 1

Each line ends with the natural charge from an NBO analysis.
Element x y z (Å)
1 C -0.2552 -0.4143 1.1788  -0.6577
2 C -0.5365 -0.4002 -0.2985  0.0649
3 C 0.2484 0.6073 -1.0903  -0.6515
4 N -2.1934 0.1349 -0.4700  -0.5017
5 Cl -3.2871 -1.1854 -0.1894  0.1360
6 C -2.4781 1.2736 0.0952  0.3690
7 N -2.7421 2.3364 0.4485  -0.3532
8 H -0.3522 0.5881 1.5930  0.2282
9 H -0.9478 -1.0740 1.7002  0.2301
10 H 0.7608 -0.7622 1.3598  0.2296
11 H -0.5828 -1.3850 -0.7519  0.2148
12 H 0.0999 1.6064 -0.6861  0.2304
13 H -0.0593 0.6054 -2.1323  0.2318
14 H 1.3101 0.3674 -1.0375  0.2294

=====

x | Entry from OMol25: a single C4H7ClN2 molecule (ωB97M-V/def2-TZVPD).

## Properties
Lowest unoccupied orbital energy = 0.66 eV
Spin multiplicity = 1

Each line ends with the natural charge from an NBO analysis.
Element x y z (Å)
1 H -0.9329 -2.0568 -2.0521  0.3730
2 N -0.5981 -1.4167 -1.2857  -0.7269
3 C 0.6370 -1.3079 -1.0501  0.4817
4 C 1.7435 -2.3078 -1.6108  -0.6915
5 N 1.2636 -0.3349 -0.1541  -0.6404
6 C 0.5736 0.6340 0.5758  -0.0382
7 C -0.6963 1.0269 0.3193  -0.2830
8 Cl -1.4929 1.9105 1.6033  -0.0351
9 H 2.1568 -2.8054 -0.7870  0.2264
10 H 1.1682 -3.0753 -2.1629  0.2283
11 H 2.6890 -1.8098 -2.0515  0.2222
12 H 2.3144 -0.1375 -0.5597  0.4036
13 H 1.1186 0.9889 1.4276  0.2044
14 H -1.3399 0.4069 -0.3966  0.2755

=====

x takes first place; second place is 0.301 eV up.

=====

w | Entry from OMol25: a single C5H10N2O2 molecule (ωB97M-V/def2-TZVPD).

## Properties
Lowest unoccupied orbital energy = 0.71 eV
Spin multiplicity = 1

Each line ends with the natural charge from an NBO analysis.
Element x y z (Å)
1 H 2.8351 -1.3141 1.0972  0.3323
2 N 2.0150 -1.0518 0.5541  -0.7274
3 C 1.3318 -0.1242 1.0940  0.3940
4 N 1.6026 0.4627 2.2968  -0.8186
5 C 0.1061 0.3820 0.4430  0.2409
6 O -0.4762 1.4100 1.1411  -0.7158
7 C -0.3991 -0.0897 -0.7106  -0.0869
8 C 0.2394 -1.1925 -1.4915  -0.6345
9 C -1.6552 0.5175 -1.3021  -0.0959
10 O -2.6454 0.8697 -0.3442  -0.7297
11 H 1.0779 1.2787 2.5604  0.4124
12 H 2.4966 0.3092 2.7303  0.3870
13 H -1.3335 1.6106 0.7263  0.5100
14 H 0.3110 -2.0941 -0.8875  0.2436
15 H -0.3259 -1.4021 -2.3964  0.1945
16 H 1.2597 -0.9253 -1.7542  0.2445
17 H -2.0855 -0.1688 -2.0409  0.1794
18 H -1.4168 1.4563 -1.8166  0.1928
19 H -2.9376 0.0661 0.1010  0.4772

=====

x | Entry from OMol25: a single C5H10N2O2 molecule (ωB97M-V/def2-TZVPD).

## Properties
Lowest unoccupied orbital energy (alpha / beta) = -1.33 / -1.33 eV
Spin multiplicity = 1

Each line ends with the natural charge from an NBO analysis.
Element x y z (Å)
1 C -0.6375 0.1613 1.1127  0.2709
2 C -0.2040 -1.2137 0.9711  -0.5861
3 C 0.2243 1.1272 1.7896  -0.7442
4 C 0.6956 -0.8795 -0.3099  0.6183
5 C -0.1185 0.5378 -1.1408  0.3236
6 N -1.3673 0.2956 -1.6893  -0.8648
7 O 0.3631 -1.9081 -1.2522  -0.7361
8 N 0.5633 1.5672 -1.4032  -0.6950
9 O 1.8891 -0.5632 -0.0928  -0.7631
10 H 1.0201 -1.8022 -1.9561  0.4895
11 H -1.6222 0.4522 0.7696  0.2321
12 H -1.5906 0.8815 -2.4850  0.3866
13 H -1.5559 -0.6838 -1.8503  0.3962
14 H 1.4417 1.5334 -0.8784  0.3656
15 H 0.4634 -1.5803 1.7480  0.2476
16 H -0.9977 -1.9142 0.7276  0.2434
17 H -0.0990 2.1588 1.6813  0.2416
18 H 0.2830 0.8503 2.8515  0.2655
19 H 1.2491 0.9797 1.4066  0.3084

=====

y | Entry from OMol25: 2 unconnected molecules or ions with the total composition C5H10N2O2 (ωB97M-V/def2-TZVPD).

## Properties
Lowest unoccupied orbital energy = 0.67 eV
Spin multiplicity = 1

Each line ends with the natural charge from an NBO analysis.
Element x y z (Å)
1 H -0.9235 -1.9523 -1.0549  0.3332
2 N -0.4513 -2.0616 -0.1547  -0.6123
3 C -0.6457 -1.1030 0.6401  0.0643
4 C -1.7808 -0.0050 0.5790  0.2630
5 C -2.8165 -0.1851 -0.2400  -0.5166
6 O -1.5373 1.0882 1.2796  -0.7128
7 H -0.1931 -1.1804 1.6318  0.1731
8 H -2.9717 -1.1234 -0.7470  0.1989
9 H -3.5959 0.5531 -0.3011  0.2120
10 H -0.4756 1.2307 1.3850  0.5165
11 C 1.2828 1.1915 -1.1130  -0.7236
12 C 1.5071 0.5613 0.2385  0.7130
13 N 2.4729 -0.3817 0.2950  -0.7866
14 O 1.0565 1.0526 1.2861  -0.6628
15 H 2.2462 1.3655 -1.6202  0.2364
16 H 0.7266 2.1210 -1.0057  0.2513
17 H 0.6965 0.5330 -1.7303  0.2421
18 H 2.7937 -0.8411 -0.5392  0.4008
19 H 2.6091 -0.8633 1.1708  0.4099

=====

z | Entry from OMol25: a molecular structure, C5H10N2O2 (ωB97M-V/def2-TZVPD).

## Properties
Lowest unoccupied orbital energy = 0.47 eV
Spin multiplicity = 1

Each line ends with the natural charge from an NBO analysis.
Element x y z (Å)
1 C 0.5190 -0.3781 0.7604  -0.1139
2 C 0.2809 0.4172 -0.7811  -0.2001
3 C 0.1694 -0.3028 -2.0925  -0.6312
4 C -1.3126 -0.4787 0.1540  0.7546
5 N -2.0800 0.4141 0.8186  -0.8522
6 N 0.3854 0.3238 1.9661  -0.8480
7 C 1.7222 0.2779 -0.1951  0.2506
8 O -1.7159 -1.4595 -0.4009  -0.5765
9 O 2.5989 -0.4203 -0.7591  -0.7321
10 H 0.5958 -1.4565 0.7101  0.2555
11 H -0.1520 1.3985 -0.6400  0.2359
12 H -1.6497 1.0978 1.4207  0.4206
13 H -3.0444 0.1718 0.9851  0.4141
14 H 1.1974 0.8413 2.2748  0.3899
15 H -0.0192 -0.2056 2.7279  0.3861
16 H 1.9931 1.2304 0.3066  0.1274
17 H -0.8048 -0.1708 -2.5603  0.2166
18 H 0.3461 -1.3683 -1.9586  0.2537
19 H 0.9702 0.0678 -2.7367  0.2492

=====

w takes first place; second place is 0.354 eV up.